Entry 1:
{
  "formula": "C8H13Cl3IN3O4RhSSi",
  "method": "ωB97M-V/def2-TZVPD",
  "homo_energy_ev": [-11.9, -11.8],
  "spin_multiplicity": 5,
  "de_lowest_kj_mol": 88.3,
  "charge": 1,
  "homo_lumo_gap_ev": [7.5, 5.4],
  "symbols": ["Rh", "N", "C", "O", "C", "I", "H", "H", "H", "H", "Cl", "Si", "Cl", "Cl", "N", "C", "C", "C", "C", "C", "N", "H", "H", "H", "H", "H", "H", "C", "S", "O", "O", "O", "H", "H", "H"],
  "coordinates": [[0.11286, 0.10406, -0.18296], [1.20903, -0.23128, 3.26552], [1.08213, -1.42739, 2.68179], [0.29704, -1.61435, 1.74636], [1.92452, -2.56091, 3.19874], [3.99783, -2.19953, 2.87958], [0.64083, 0.54203, 2.94685], [1.90114, -0.08042, 3.98040], [1.67023, -3.46233, 2.65667], [1.79445, -2.70313, 4.26792], [1.57477, 2.85107, -2.65217], [0.73145, 2.35131, -0.89412], [1.40478, 3.58965, 0.53899], [2.20360, -0.56960, -0.46193], [-0.59889, -2.89444, -0.89973], [-0.87260, -2.15064, -1.99884], [-1.48931, -2.74332, -3.11609], [-1.71947, -1.99698, -4.23512], [-1.33724, -0.64806, -4.27192], [-0.75486, -0.13037, -3.15751], [-0.52642, -0.85515, -2.03334], [-0.94596, -3.83609, -0.86534], [-0.26353, -2.51212, -0.02658], [-1.77037, -3.78706, -3.06924], [-2.19436, -2.45289, -5.09452], [-1.49410, -0.03045, -5.14355], [-0.43873, 0.90171, -3.12961], [-2.56899, -0.30851, 2.70705], [-2.25179, 0.64526, 1.28365], [-2.01166, -0.31746, 0.15737], [-3.30067, 1.58263, 1.08373], [-0.87438, 1.25931, 1.45490], [-3.55071, -0.75970, 2.57170], [-2.57956, 0.36706, 3.56217], [-1.79207, -1.06438, 2.79388]]
}


Entry 2:
{
  "formula": "C8H13ClF3NO10PS",
  "method": "ωB97M-V/def2-TZVPD",
  "homo_energy_ev": -5.7,
  "charge": -1,
  "homo_lumo_gap_ev": 7.7,
  "symbols": ["N", "C", "P", "O", "O", "C", "O", "O", "C", "Cl", "C", "O", "C", "O", "C", "C", "O", "H", "H", "H", "H", "H", "H", "H", "H", "H", "H", "H", "H", "H", "C", "F", "F", "F", "S", "O", "O", "O"],
  "coordinates": [[2.81163, 3.51074, 0.78025], [2.53460, 2.08760, 0.49163], [2.54763, 1.20260, 2.11280], [1.48892, 0.20755, 2.36447], [3.53332, 1.75065, -0.46584], [3.09869, 2.37778, -1.62005], [3.77141, 2.57430, -2.56656], [1.78404, 2.74064, -1.49771], [1.27959, 1.97335, -0.39438], [1.10494, 0.30917, -1.02467], [-0.06143, 2.46496, 0.18755], [-1.15382, 1.64667, -0.04091], [-1.66130, 0.86072, 1.03731], [-1.80903, -0.45024, 0.63560], [-1.33879, -1.48074, 1.49303], [-0.13490, -2.19548, 0.91720], [0.01834, -3.44042, 1.61702], [2.09228, 3.94674, 1.34637], [3.70872, 3.59825, 1.24564], [2.50312, 2.26759, 3.02932], [3.87108, 0.72292, 2.21513], [-0.26273, 3.41333, -0.32424], [0.07290, 2.69116, 1.25268], [-2.65532, 1.27284, 1.25382], [-1.03106, 0.95623, 1.92889], [-1.15497, -1.12510, 2.51319], [-2.13004, -2.22964, 1.55328], [0.78252, -1.61801, 1.02775], [-0.30968, -2.36094, -0.14610], [0.00054, -4.13783, 0.95667], [-3.25056, -3.47579, -3.30410], [-4.53772, -3.75545, -3.02580], [-2.59169, -4.65125, -3.33765], [-3.21724, -2.97124, -4.55144], [-2.52095, -2.31098, -2.07012], [-2.65567, -3.05752, -0.83457], [-3.36763, -1.15058, -2.20711], [-1.15972, -2.16460, -2.54839]]
}


Entry 3:
{
  "formula": "C8H13F3N3",
  "method": "ωB97M-V/def2-TZVPD",
  "homo_energy_ev": -12.9,
  "de_lowest_kj_mol": 35.9,
  "smiles": "CN[C@@]1(C)NC(=[NH2+])CC=C1C(F)(F)F",
  "charge": 1,
  "homo_lumo_gap_ev": 9.2,
  "symbols": ["C", "C", "C", "C", "C", "C", "C", "C", "N", "N", "N", "F", "F", "F", "H", "H", "H", "H", "H", "H", "H", "H", "H", "H", "H", "H", "H"],
  "coordinates": [[0.61644, -1.60848, -0.42198], [1.19393, -0.56122, 0.11563], [-1.68467, -0.84776, 0.12828], [-0.83999, -1.87282, -0.50033], [0.22599, 0.80121, 0.56352], [0.58968, 1.38873, 1.91645], [0.02975, 1.17807, -1.88875], [2.70001, -0.11297, 0.01429], [-1.14935, 0.14762, 0.83383], [-2.93325, -1.18304, 0.31169], [0.36807, 1.63721, -0.57767], [2.74869, 1.18788, -0.24612], [3.38352, -0.30908, 1.12850], [3.32640, -0.85349, -0.98295], [1.13788, -2.49368, -0.77712], [-1.18760, -2.05514, -1.61630], [-1.28926, -2.83714, -0.01956], [-0.06189, 2.28069, 2.16532], [1.63437, 1.67495, 2.10810], [0.20051, 0.68874, 2.69618], [0.47897, 1.84694, -2.64052], [0.32845, 0.01877, -2.03609], [-1.18514, 1.25749, -2.03404], [-1.68795, 0.75769, 1.41126], [-3.42223, -1.81738, -0.31846], [-3.46213, -0.87061, 1.15427], [-0.05918, 2.55683, -0.48745]]
}


Entry 4:
{
  "formula": "C8H13FSi",
  "method": "ωB97M-V/def2-TZVPD",
  "homo_energy_ev": -8.3,
  "de_lowest_kj_mol": 25.8,
  "smiles": "CC1=C(F)C=C[C@](C)([SiH3])C1",
  "homo_lumo_gap_ev": 8.8,
  "symbols": ["C", "C", "C", "C", "C", "C", "C", "C", "F", "Si", "H", "H", "H", "H", "H", "H", "H", "H", "H", "H", "H", "H", "H"],
  "coordinates": [[-1.37679, 2.04729, -0.13273], [0.01724, 1.98926, -0.04335], [-2.19044, 0.85539, -0.16515], [-1.77812, -0.41997, -0.22758], [-0.37363, -0.59394, -0.67126], [0.65940, 0.57613, -0.04000], [-2.68685, -1.57255, -0.42929], [0.55034, 0.18539, 1.40566], [-3.56533, 0.99624, 0.12822], [2.42222, 0.44389, -0.76578], [-1.87259, 2.96983, -0.23640], [0.68796, 2.74932, 0.13568], [0.04956, -1.48279, -0.18189], [-0.21910, -0.45878, -1.65347], [-3.69277, -1.28351, -0.60071], [-2.67763, -2.35598, 0.42160], [-2.25816, -1.95260, -1.40310], [1.12787, -0.78999, 1.50485], [-0.56007, 0.00733, 1.65541], [0.82217, 0.95268, 2.06629], [3.09763, 1.78594, -1.30907], [2.50475, -0.50626, -1.90282], [3.37694, -0.08532, 0.19640]]
}


Entry 5:
{
  "formula": "C8H13IO4",
  "method": "ωB97M-V/def2-TZVPD",
  "homo_energy_ev": -9.4,
  "smiles": "COC(=O)[C@](C)(I)[C@H]1OCC[C@@H]1O",
  "homo_lumo_gap_ev": 9.5,
  "symbols": ["C", "C", "C", "C", "C", "C", "C", "C", "O", "O", "O", "O", "I", "H", "H", "H", "H", "H", "H", "H", "H", "H", "H", "H", "H", "H"],
  "coordinates": [[0.99201, -1.34169, 0.28226], [-2.20702, 1.94035, 0.63973], [-1.36699, 2.81193, -0.20161], [-1.46967, 0.55831, 0.76210], [0.00949, 1.03321, 0.39308], [0.70079, -0.04497, -1.87977], [1.99989, -3.46276, 0.12613], [1.05743, -0.04331, -0.41690], [0.16774, -1.74201, 1.05151], [-0.13350, 2.16318, -0.47477], [-1.60441, 0.01833, 2.02624], [1.91076, -2.11837, -0.31484], [3.09727, 0.65463, -0.00018], [-2.35343, 2.27715, 1.62322], [-3.21651, 1.92804, 0.35807], [-1.78879, 2.90385, -1.27529], [-1.10048, 3.82216, 0.14306], [-1.87778, -0.15684, -0.06572], [0.48813, 1.39330, 1.39561], [1.15049, 0.90637, -2.33916], [-0.30488, 0.11527, -2.22901], [1.06088, -0.82856, -2.36282], [2.01374, -4.29996, -0.67691], [1.14235, -3.89839, 0.77512], [2.89850, -3.76626, 0.63928], [-1.26600, -0.82294, 2.02157]]
}


Entry 6:
{
  "formula": "C8H13IP",
  "method": "ωB97M-V/def2-TZVPD",
  "homo_energy_ev": -12.6,
  "charge": 1,
  "homo_lumo_gap_ev": 8.7,
  "symbols": ["C", "C", "C", "C", "C", "C", "C", "C", "P", "I", "H", "H", "H", "H", "H", "H", "H", "H", "H", "H", "H", "H", "H"],
  "coordinates": [[1.57962, -2.56803, 0.31378], [0.28581, 0.98378, -2.34614], [1.30632, 2.29415, 1.45988], [0.47282, -1.87777, 0.43834], [0.93600, 0.25360, -1.45868], [1.28467, 0.97184, 1.70870], [-1.51811, 0.37638, 0.23084], [-2.42968, -0.74012, -0.11166], [0.20610, -0.16654, 0.17729], [-4.49193, 0.01028, -0.19054], [1.46423, -3.58432, 0.67841], [2.59978, -2.22242, 0.05283], [0.83019, 1.26241, -3.24101], [-0.70565, 1.61993, -2.26065], [1.68561, 2.91554, 2.24113], [1.06700, 2.91505, 0.64630], [-0.47564, -2.30178, 0.67645], [1.96587, 0.19153, -1.76176], [1.67625, 0.17607, 2.32613], [-1.53637, 0.73365, 1.30245], [-1.46361, 1.34126, -0.40801], [-2.48304, -1.47661, 0.69433], [-2.25624, -1.10788, -1.16840]]
}


Entry 7:
{
  "formula": "C8H13N",
  "method": "ωB97M-V/def2-TZVPD",
  "homo_energy_ev": -9.0,
  "de_lowest_kj_mol": 1174.1,
  "homo_lumo_gap_ev": 9.1,
  "symbols": ["C", "C", "C", "C", "C", "C", "C", "C", "H", "H", "H", "H", "H", "H", "H", "H", "H", "H", "H", "H", "H", "N"],
  "coordinates": [[-1.69992, -1.03150, -1.21866], [-0.59200, -0.35928, -0.56666], [0.40202, 0.49777, -1.36755], [1.66024, 1.21474, -1.02467], [2.04702, 2.26017, -0.09693], [-0.34868, -1.11343, 2.74562], [0.09529, -1.09537, 0.64085], [-0.24760, -0.01905, 1.66399], [-1.20229, -2.38821, -1.30706], [-2.69395, -0.98111, -0.47304], [-1.91694, -0.36685, -2.23450], [0.83170, 0.02013, -2.33557], [-0.26352, 1.40243, -1.78098], [2.65806, 0.84514, -1.33164], [3.04249, 2.38262, 0.07536], [1.18222, 2.80721, 0.72046], [-1.43601, -1.73649, 2.62931], [1.20391, -1.65986, 0.66295], [-0.49002, -2.10858, 1.14443], [0.65843, 0.47270, 2.21457], [-1.91469, 0.35220, 0.61925], [-0.97575, 0.60459, 0.62047]]
}


Entry 8:
{
  "formula": "C8H13N",
  "method": "ωB97M-V/def2-TZVPD",
  "homo_energy_ev": [-8.2, -8.2],
  "de_lowest_kj_mol": 390.7,
  "smiles": "C=C=C(C)C=C.[H]/N=C\\C",
  "homo_lumo_gap_ev": [8.0, 8.0],
  "symbols": ["C", "C", "C", "C", "C", "C", "C", "C", "N", "H", "H", "H", "H", "H", "H", "H", "H", "H", "H", "H", "H", "H"],
  "coordinates": [[1.77071, 0.78992, -0.94352], [-1.89478, 1.39627, -0.40643], [-0.66291, -2.17868, -0.77996], [-0.38420, 0.01681, 1.01970], [1.58451, -0.16820, 0.21625], [-1.22135, 0.09768, -0.05752], [-1.27615, -0.98845, -0.98371], [-0.35414, -0.02105, 2.32750], [2.38310, -0.20365, 1.23611], [3.01520, 0.59822, 1.26029], [-1.71206, -0.77852, -1.95640], [2.66040, 0.50780, -1.50851], [1.87728, 1.81457, -0.58536], [0.92535, 0.73994, -1.62651], [-2.92280, 1.40212, -0.02959], [-1.93444, 1.57177, -1.48150], [-1.38828, 2.26103, 0.02557], [-1.24893, -0.18529, 2.91342], [0.59845, -0.04548, 2.84144], [-0.67655, -2.94732, -1.53869], [1.24490, -1.17707, -0.15398], [-0.38329, -2.50246, 0.21140]]
}


Entry 9:
{
  "formula": "C8H13N",
  "method": "ωB97M-V/def2-TZVPD",
  "homo_energy_ev": -7.0,
  "de_lowest_kj_mol": 145.3,
  "smiles": "CC1=CC(C)=C(C)CN1",
  "homo_lumo_gap_ev": 8.0,
  "symbols": ["C", "C", "C", "C", "N", "C", "C", "C", "C", "H", "H", "H", "H", "H", "H", "H", "H", "H", "H", "H", "H", "H"],
  "coordinates": [[-1.08146, 1.13348, -0.81829], [2.27055, 1.85938, 0.92720], [-2.34958, -1.05311, -0.58473], [0.19400, -2.37402, 0.36763], [-0.01534, 1.81779, -0.11531], [1.20535, 1.02638, 0.28420], [-1.04247, -0.32792, -0.45157], [0.10751, -0.92334, -0.02717], [1.39253, -0.22284, -0.13099], [-0.22184, 2.73566, 0.26864], [-2.03927, 1.58324, -0.52824], [-0.95669, 1.24856, -1.90446], [2.33499, -0.75396, -0.06440], [1.82968, 2.66207, 1.52681], [2.92467, 1.26113, 1.57079], [2.88410, 2.32779, 0.14950], [-2.50024, -1.37089, -1.62241], [-3.18486, -0.40476, -0.30284], [-2.41412, -1.93720, 0.05585], [-0.19048, -2.52085, 1.38203], [-0.36694, -3.01304, -0.32164], [1.21989, -2.75354, 0.33940]]
}